# 1
{"formula": "C21H21FeNO7", "method": "wB97M-V/def2-TZVPD", "symbols": ["C", "C", "C", "Fe", "C", "O", "C", "O", "C", "C", "C", "C", "C", "H", "H", "H", "H", "H", "H", "H", "H", "H", "H", "H", "C", "C", "O", "C", "C", "C", "O", "C", "C", "C", "C", "N", "O", "O", "C", "C", "O", "H", "H", "H", "H", "H", "H", "H", "H", "H", "H"], "coordinates": [[0.64, -1.43, -1.81], [2.03, -1.58, -1.26], [2.63, -0.61, -0.53], [3.56, -0.57, -2.49], [3.46, 1.29, -2.27], [3.40, 2.42, -2.13], [2.37, -0.50, -3.91], [1.62, -0.47, -4.77], [5.56, -0.71, -1.78], [5.57, -0.18, -3.13], [4.97, -1.16, -4.00], [4.59, -2.30, -3.20], [4.97, -2.03, -1.83], [-0.11, -1.83, -1.12], [0.40, -0.37, -1.97], [0.54, -1.93, -2.77], [2.49, -2.57, -1.32], [2.15, 0.35, -0.38], [3.56, -0.78, 0.01], [5.95, -0.20, -0.90], [5.99, 0.78, -3.42], [4.82, -1.06, -5.08], [4.17, -3.23, -3.58], [4.89, -2.72, -0.99], [-3.71, -2.32, -1.80], [-3.59, -1.36, -0.65], [-2.28, -1.22, -0.18], [-2.26, -0.29, 0.83], [-1.01, -0.04, 1.46], [-0.75, 0.83, 2.54], [0.41, 0.99, 2.92], [-1.84, 1.57, 3.23], [-2.96, 0.92, 3.73], [-3.97, 1.64, 4.32], [-3.87, 3.01, 4.46], [-4.96, 3.77, 5.05], [-4.83, 4.99, 5.19], [-5.98, 3.15, 5.40], [-2.73, 3.66, 4.02], [-1.72, 2.94, 3.42], [-3.28, 0.30, 1.17], [-4.74, -2.43, -2.16], [-3.10, -1.99, -2.64], [-3.35, -3.31, -1.51], [-3.93, -0.34, -0.92], [-4.20, -1.67, 0.21], [-0.16, -0.56, 1.06], [-3.06, -0.14, 3.58], [-4.87, 1.15, 4.67], [-2.65, 4.72, 4.16], [-0.82, 3.43, 3.08]], "charge": -2, "homo_lumo_gap_ev": [2.2, 4.2], "total_energy_ha": -2657.75995, "s_squared": 6.161, "largest_force_ev_per_a": 4.5, "multiplicity": 5}

---

# 2
{"formula": "C21H21N3O3", "method": "wB97M-V/def2-TZVPD", "symbols": ["C", "O", "C", "C", "C", "C", "N", "C", "O", "N", "C", "C", "C", "C", "C", "C", "C", "C", "N", "C", "C", "C", "C", "C", "O", "C", "C", "H", "H", "H", "H", "H", "H", "H", "H", "H", "H", "H", "H", "H", "H", "H", "H", "H", "H", "H", "H", "H"], "coordinates": [[-6.85, -2.70, 0.19], [-6.55, -1.30, 0.55], [-5.43, -0.83, 0.38], [-5.33, 0.32, 0.73], [-4.21, 1.09, 0.81], [-3.16, 0.44, 0.31], [-1.90, 1.15, 0.10], [-1.40, 2.27, 0.40], [-2.19, 3.23, 0.92], [-0.01, 2.83, 0.02], [0.91, 1.95, -0.20], [1.88, 2.43, -1.25], [2.87, 1.75, -1.41], [3.10, 0.45, -1.10], [4.31, -0.36, -1.62], [5.05, -0.90, -0.29], [5.73, 0.10, 0.45], [6.48, -0.11, 1.42], [6.67, -1.49, 1.70], [6.19, -2.38, 1.11], [5.35, -2.31, -0.05], [2.08, -0.13, -0.13], [1.08, 0.76, -0.12], [-3.22, -0.72, -0.47], [-2.13, -1.06, -0.92], [-2.22, -2.48, -1.53], [-4.45, -1.39, -0.31], [-7.78, -2.96, 0.35], [-6.69, -2.87, -0.94], [-6.10, -3.56, 0.64], [-6.05, 0.89, 1.35], [-4.16, 2.24, 1.06], [-1.22, 0.47, -0.51], [-0.01, 3.67, 0.16], [1.70, 3.53, -1.24], [3.82, 2.01, -2.06], [4.86, 0.07, -2.30], [3.80, -1.31, -1.96], [5.53, 1.20, 0.40], [6.95, 0.54, 1.93], [6.42, -3.23, 1.44], [4.93, -3.07, -0.59], [2.25, -1.38, 0.05], [0.46, 0.20, 0.82], [-2.83, -2.86, -2.34], [-1.10, -2.69, -1.79], [-2.35, -3.32, -0.76], [-4.45, -2.47, -0.60]], "homo_lumo_gap_ev": 8.0, "total_energy_ha": -1202.18301, "largest_force_ev_per_a": 17.9, "smiles": "COc1ccc(NC(=O)Nc2ccc(Cc3ccncc3)cc2)c(OC)c1"}

---

# 3
{"formula": "C21H21N3O3", "method": "wB97M-V/def2-TZVPD", "symbols": ["C", "O", "C", "C", "C", "C", "C", "C", "C", "C", "O", "N", "C", "C", "N", "C", "C", "C", "C", "C", "C", "C", "C", "N", "O", "C", "C", "H", "H", "H", "H", "H", "H", "H", "H", "H", "H", "H", "H", "H", "H", "H", "H", "H", "H", "H", "H", "H"], "coordinates": [[-7.22, -1.00, -0.48], [-6.62, 0.05, 0.24], [-5.30, 0.30, 0.07], [-4.77, 1.36, 0.82], [-3.44, 1.69, 0.72], [-2.60, 0.98, -0.14], [-1.19, 1.32, -0.23], [-0.19, 0.88, -1.06], [0.96, 1.57, -0.60], [2.30, 1.36, -1.19], [2.39, 1.02, -2.36], [3.40, 1.54, -0.41], [3.42, 1.72, 1.02], [3.98, 0.42, 1.65], [3.83, -0.69, 0.74], [2.57, -1.26, 0.55], [2.39, -2.30, -0.37], [1.16, -2.89, -0.55], [0.06, -2.48, 0.19], [0.23, -1.49, 1.13], [1.46, -0.88, 1.31], [4.72, -0.50, -0.40], [4.64, 0.97, -0.90], [0.65, 2.36, 0.41], [-0.68, 2.22, 0.63], [-3.12, -0.07, -0.88], [-4.46, -0.41, -0.79], [-6.77, -1.97, -0.23], [-8.26, -1.01, -0.18], [-7.15, -0.84, -1.56], [-5.44, 1.90, 1.47], [-3.04, 2.51, 1.30], [-0.22, 0.18, -1.86], [2.41, 1.95, 1.36], [4.07, 2.57, 1.25], [5.05, 0.52, 1.85], [3.49, 0.19, 2.60], [3.23, -2.68, -0.94], [1.06, -3.69, -1.28], [-0.90, -2.94, 0.04], [-0.61, -1.16, 1.73], [1.54, -0.11, 2.05], [5.74, -0.74, -0.09], [4.44, -1.17, -1.21], [4.64, 1.01, -1.98], [5.47, 1.57, -0.51], [-2.48, -0.64, -1.54], [-4.83, -1.24, -1.37]], "homo_lumo_gap_ev": 8.3, "total_energy_ha": -1202.77798, "largest_force_ev_per_a": 1.5, "smiles": "COc1ccc(-c2cc(C(=O)N3CCN(c4ccccc4)CC3)no2)cc1"}

---

# 4
{"formula": "C21H21N3O3S", "method": "wB97M-V/def2-TZVPD", "symbols": ["O", "C", "N", "C", "C", "C", "C", "C", "O", "C", "C", "C", "C", "C", "N", "C", "S", "N", "C", "C", "C", "C", "C", "C", "C", "O", "C", "C", "H", "H", "H", "H", "H", "H", "H", "H", "H", "H", "H", "H", "H", "H", "H", "H", "H", "H", "H", "H", "H"], "coordinates": [[-3.07, -1.86, 1.86], [-2.60, -0.93, 1.23], [-3.17, 0.29, 1.21], [-4.45, 0.58, 1.81], [-5.54, 0.75, 0.74], [-5.87, -0.55, 0.00], [-6.13, -0.07, -1.43], [-5.14, 1.09, -1.53], [-5.12, 1.69, -0.24], [-1.33, -1.05, 0.46], [-1.06, -0.31, -0.69], [0.14, -0.48, -1.36], [1.08, -1.40, -0.91], [2.39, -1.56, -1.62], [3.47, -0.92, -0.87], [4.31, -1.69, -0.11], [4.25, -3.33, -0.02], [5.28, -1.04, 0.60], [5.46, 0.32, 0.61], [6.47, 0.92, 1.36], [6.61, 2.29, 1.33], [5.76, 3.08, 0.56], [4.77, 2.49, -0.19], [4.61, 1.10, -0.17], [3.55, 0.47, -0.97], [2.79, 1.08, -1.68], [0.80, -2.15, 0.23], [-0.39, -1.98, 0.90], [-2.78, 1.03, 0.64], [-4.37, 1.50, 2.40], [-4.70, -0.26, 2.46], [-6.44, 1.17, 1.23], [-6.73, -1.06, 0.44], [-5.02, -1.22, 0.03], [-5.94, -0.84, -2.18], [-7.15, 0.30, -1.53], [-5.43, 1.85, -2.25], [-4.14, 0.72, -1.79], [-1.78, 0.40, -1.08], [0.35, 0.11, -2.24], [2.65, -2.61, -1.74], [2.35, -1.07, -2.60], [5.89, -1.64, 1.15], [7.12, 0.30, 1.96], [7.39, 2.75, 1.92], [5.89, 4.15, 0.55], [4.09, 3.07, -0.80], [1.52, -2.88, 0.58], [-0.62, -2.57, 1.77]], "homo_lumo_gap_ev": 8.7, "total_energy_ha": -1601.09351, "largest_force_ev_per_a": 0.8, "smiles": "O=C(NC[C@@H]1CCCO1)c1ccc(Cn2c(=S)[nH]c3ccccc3c2=O)cc1"}

---

# 5
{"formula": "C21H21N3O3S", "method": "wB97M-V/def2-TZVPD", "symbols": ["O", "C", "O", "H", "C", "H", "H", "C", "C", "O", "N", "C", "H", "C", "N", "C", "N", "C", "C", "C", "C", "C", "C", "H", "H", "H", "H", "H", "S", "C", "C", "C", "C", "C", "C", "C", "C", "H", "H", "H", "H", "H", "H", "H", "H", "H", "H", "H", "H"], "coordinates": [[-2.35, 0.59, 0.84], [-2.48, -0.47, 0.97], [-2.40, -1.02, 2.14], [-1.98, -0.45, 2.77], [-2.71, -1.57, -0.23], [-2.09, -2.53, -0.04], [-3.74, -2.17, 0.35], [-3.00, -1.05, -1.64], [-1.61, -0.82, -2.19], [-0.93, -1.57, -2.73], [-1.31, 0.37, -1.82], [0.12, 0.78, -2.35], [0.49, 0.75, -3.38], [1.22, 0.05, -1.49], [1.17, -0.01, -0.21], [0.97, 0.99, 0.75], [1.23, 2.28, 0.25], [0.80, 3.37, 0.90], [1.52, 4.62, 0.71], [1.25, 5.64, 1.45], [0.10, 5.84, 1.91], [-0.90, 4.64, 2.17], [-0.60, 3.56, 1.53], [-1.24, 2.65, 1.65], [-1.90, 4.98, 2.32], [-0.19, 6.88, 2.48], [2.18, 6.55, 1.30], [2.40, 4.42, 0.21], [0.61, 0.53, 2.43], [0.80, -1.03, 2.01], [0.96, -1.20, 0.57], [1.35, -2.53, -0.10], [0.41, -3.57, 0.34], [0.81, -4.86, -0.24], [1.84, -5.10, -1.04], [2.45, -4.01, -1.26], [2.44, -2.70, -0.92], [3.12, -2.06, -0.69], [3.48, -4.23, -1.91], [1.82, -6.18, -1.41], [0.06, -5.62, 0.18], [-0.48, -3.62, 1.14], [0.73, -1.90, 2.69], [2.42, 0.45, -1.74], [1.23, -1.06, -2.02], [0.38, 2.07, -1.95], [-1.48, 1.06, -1.03], [-3.42, -0.02, -1.42], [-3.55, -1.74, -2.26]], "homo_lumo_gap_ev": 7.0, "total_energy_ha": -1600.50957, "largest_force_ev_per_a": 17.3}

---

# 6
{"formula": "C21H21N3O5S", "method": "wB97M-V/def2-TZVPD", "symbols": ["C", "C", "N", "N", "C", "O", "C", "C", "C", "C", "C", "S", "O", "O", "N", "C", "C", "O", "C", "C", "C", "C", "C", "C", "C", "C", "C", "C", "C", "O", "H", "H", "H", "H", "H", "H", "H", "H", "H", "H", "H", "H", "H", "H", "H", "H", "H", "H", "H", "H", "H"], "coordinates": [[-3.92, -3.14, 1.06], [-3.22, -1.96, 0.44], [-1.99, -1.93, 0.07], [-1.20, -3.00, 0.23], [0.13, -3.05, -0.11], [0.77, -4.05, 0.17], [0.73, -1.88, -0.79], [0.03, -1.05, -1.66], [0.67, 0.01, -2.29], [2.02, 0.25, -2.05], [2.71, -0.59, -1.21], [4.44, -0.24, -0.91], [5.05, 0.20, -2.13], [5.03, -1.35, -0.22], [4.27, 1.11, 0.08], [5.27, 2.15, -0.09], [6.54, 1.81, 0.70], [6.24, 1.59, 2.06], [5.33, 0.52, 2.22], [4.02, 0.79, 1.47], [2.09, -1.65, -0.58], [-3.97, -0.75, 0.22], [-3.55, 0.46, -0.29], [-4.69, 1.30, -0.29], [-4.94, 2.62, -0.68], [-6.22, 3.11, -0.53], [-7.25, 2.31, -0.02], [-7.03, 1.01, 0.37], [-5.74, 0.52, 0.23], [-5.29, -0.72, 0.53], [-3.44, -3.42, 2.00], [-3.88, -4.00, 0.38], [-4.95, -2.90, 1.25], [-1.54, -3.85, 0.69], [-1.02, -1.23, -1.85], [0.12, 0.65, -2.97], [2.54, 1.06, -2.53], [5.49, 2.22, -1.15], [4.84, 3.09, 0.27], [7.25, 2.63, 0.67], [6.99, 0.91, 0.27], [5.15, 0.43, 3.29], [5.77, -0.41, 1.83], [3.38, -0.09, 1.51], [3.50, 1.64, 1.92], [2.66, -2.31, 0.05], [-2.55, 0.69, -0.60], [-4.15, 3.24, -1.08], [-6.44, 4.12, -0.82], [-8.24, 2.73, 0.08], [-7.82, 0.39, 0.77]], "homo_lumo_gap_ev": 8.0, "total_energy_ha": -1751.45218, "largest_force_ev_per_a": 1.6, "smiles": "C/C(=N\\NC(=O)c1cccc(S(=O)(=O)N2CCOCC2)c1)c1cc2ccccc2o1"}

---

# 7
{"formula": "C21H21N4", "method": "wB97M-V/def2-TZVPD", "symbols": ["C", "C", "C", "C", "N", "C", "C", "C", "C", "N", "C", "C", "C", "C", "N", "C", "C", "C", "C", "C", "C", "C", "C", "C", "N", "H", "H", "H", "H", "H", "H", "H", "H", "H", "H", "H", "H", "H", "H", "H", "H", "H", "H", "H", "H", "H"], "coordinates": [[3.35, 3.95, -3.01], [2.45, 2.97, -2.27], [0.97, 2.90, -2.42], [0.28, 1.99, -1.59], [-1.08, 1.98, -1.68], [-1.76, 1.09, -0.94], [-3.07, 0.91, -1.21], [-3.76, -0.17, -0.61], [-3.14, -1.03, 0.27], [-3.85, -2.04, 0.93], [-4.67, -2.94, -0.01], [-3.38, -2.62, 2.23], [-1.80, -0.76, 0.51], [-1.01, 0.22, -0.16], [0.33, 0.27, 0.04], [0.97, -0.57, 1.03], [0.77, -0.37, 2.37], [1.52, -1.16, 3.28], [2.36, -2.20, 2.80], [2.50, -2.38, 1.45], [1.82, -1.54, 0.60], [1.01, 1.20, -0.64], [2.39, 1.38, -0.42], [3.08, 2.16, -1.36], [4.54, 2.08, -1.35], [3.97, 4.47, -2.26], [2.84, 4.73, -3.52], [4.00, 3.46, -3.65], [0.31, 3.48, -3.05], [-3.54, 1.41, -2.05], [-4.85, -0.32, -0.80], [-5.73, -2.49, -0.16], [-4.19, -2.99, -0.97], [-4.75, -3.90, 0.44], [-3.30, -1.74, 2.91], [-4.09, -3.32, 2.67], [-2.34, -3.06, 2.31], [-1.38, -1.41, 1.25], [0.16, 0.37, 2.83], [1.44, -0.94, 4.36], [2.60, -3.00, 3.46], [3.08, -3.29, 1.11], [1.97, -1.79, -0.52], [2.93, 0.90, 0.39], [5.03, 2.77, -1.82], [5.01, 1.35, -0.78]], "charge": 1, "homo_lumo_gap_ev": 6.2, "total_energy_ha": -1031.57319, "largest_force_ev_per_a": 5.6, "smiles": "Cc1cc2nc3ccc(N(C)C)cc3[n+](-c3ccccc3)c2cc1N"}

---

# 8
{"formula": "C21H21N4NiO2Sb", "method": "wB97M-V/def2-TZVPD", "symbols": ["Ni", "O", "C", "N", "C", "C", "C", "C", "C", "C", "N", "C", "O", "C", "C", "C", "C", "C", "N", "C", "C", "C", "C", "C", "N", "H", "H", "H", "H", "H", "H", "H", "H", "H", "H", "H", "H", "C", "Sb", "C", "C", "H", "H", "H", "H", "H", "H", "H", "H", "H"], "coordinates": [[-0.56, 1.00, 0.40], [2.31, 3.27, -0.96], [1.58, 2.46, -0.40], [0.29, 2.52, -0.08], [-0.54, 3.66, -0.24], [-0.15, 4.94, -0.60], [-1.12, 5.94, -0.66], [-2.45, 5.65, -0.38], [-2.85, 4.36, -0.02], [-1.88, 3.37, 0.04], [-2.06, 2.00, 0.37], [-3.22, 1.43, 0.69], [-4.34, 1.92, 0.85], [-3.03, -0.07, 0.80], [-4.08, -0.94, 1.00], [-3.82, -2.30, 0.97], [-2.53, -2.74, 0.72], [-1.53, -1.81, 0.54], [-1.77, -0.49, 0.59], [2.15, 1.15, 0.11], [3.51, 0.91, 0.10], [3.99, -0.22, 0.74], [3.09, -1.07, 1.36], [1.74, -0.80, 1.27], [1.27, 0.30, 0.67], [0.88, 5.15, -0.83], [-0.83, 6.94, -0.93], [-3.19, 6.44, -0.43], [-3.88, 4.13, 0.21], [-5.06, -0.52, 1.16], [-4.63, -3.01, 1.13], [-2.30, -3.79, 0.66], [-0.51, -2.09, 0.33], [4.15, 1.64, -0.39], [5.06, -0.43, 0.77], [3.42, -1.95, 1.89], [1.01, -1.46, 1.72], [3.77, -4.17, -0.64], [1.81, -3.57, -1.27], [0.85, -4.67, 0.32], [1.59, -5.13, -2.71], [3.86, -5.26, -0.69], [3.94, -3.85, 0.39], [4.53, -3.72, -1.28], [1.16, -5.71, 0.27], [-0.23, -4.62, 0.25], [1.15, -4.26, 1.29], [1.83, -6.09, -2.26], [2.25, -4.96, -3.56], [0.56, -5.16, -3.08]], "homo_lumo_gap_ev": 7.0, "total_energy_ha": -2930.95651, "largest_force_ev_per_a": 1.0}

---

# 9
{"formula": "C21H21N4O4W", "method": "wB97M-V/def2-TZVPD", "symbols": ["W", "O", "C", "C", "C", "C", "C", "C", "C", "N", "C", "C", "N", "C", "C", "C", "C", "C", "C", "C", "O", "H", "H", "H", "H", "H", "H", "H", "H", "H", "H", "H", "H", "H", "H", "C", "O", "C", "O", "H", "H", "H", "N", "C", "C", "N", "C", "H", "H", "H", "H"], "coordinates": [[-3.83, -1.26, 17.43], [-5.85, -0.04, 17.71], [-5.69, 1.32, 18.16], [-6.76, 2.05, 18.72], [-6.52, 3.39, 19.04], [-5.26, 3.99, 18.80], [-4.19, 3.20, 18.23], [-4.45, 1.83, 17.95], [-3.34, 0.81, 17.78], [-3.08, -0.13, 18.74], [-2.10, -0.48, 19.73], [-2.17, -1.99, 19.84], [-2.33, -2.46, 18.44], [-1.42, -3.28, 17.92], [-1.17, -3.48, 16.51], [-0.25, -4.39, 16.03], [0.01, -4.42, 14.70], [-0.57, -3.53, 13.78], [-1.44, -2.53, 14.25], [-1.76, -2.61, 15.62], [-2.75, -1.75, 16.04], [-7.69, 1.58, 19.04], [-7.36, 3.88, 19.43], [-5.12, 5.02, 19.11], [-3.24, 3.57, 18.00], [-2.50, 1.15, 17.15], [-2.31, 0.07, 20.70], [-1.13, -0.28, 19.31], [-3.05, -2.27, 20.39], [-1.32, -2.40, 20.36], [-0.76, -3.74, 18.63], [0.35, -4.99, 16.72], [0.87, -4.97, 14.35], [-0.27, -3.61, 12.72], [-1.83, -1.77, 13.65], [-7.11, 0.82, 14.47], [-6.86, 0.69, 15.91], [-5.98, 0.01, 16.38], [-5.10, -0.63, 15.74], [-6.52, 0.11, 13.99], [-6.78, 1.85, 14.22], [-8.22, 0.66, 14.40], [-6.28, -4.19, 19.55], [-6.46, -3.07, 20.32], [-5.87, -2.00, 19.68], [-5.29, -2.49, 18.52], [-5.61, -3.84, 18.46], [-6.62, -5.13, 19.68], [-6.87, -3.20, 21.31], [-5.84, -1.00, 19.93], [-5.29, -4.52, 17.69]], "charge": 3, "homo_lumo_gap_ev": 6.9, "total_energy_ha": -1398.91711, "largest_force_ev_per_a": 3.5}

---

# 10
{"formula": "C21H21N5O2", "method": "wB97M-V/def2-TZVPD", "symbols": ["C", "C", "C", "C", "C", "C", "N", "O", "C", "C", "C", "C", "C", "C", "C", "C", "C", "C", "N", "C", "C", "N", "N", "C", "C", "N", "C", "O", "H", "H", "H", "H", "H", "H", "H", "H", "H", "H", "H", "H", "H", "H", "H", "H", "H", "H", "H", "H", "H"], "coordinates": [[-0.09, -5.29, 3.29], [-1.19, -4.22, 3.24], [-1.61, -4.06, 1.80], [-1.13, -3.00, 1.11], [-1.58, -2.70, -0.29], [-1.19, -1.36, -0.81], [-1.53, -0.85, -1.96], [-1.11, 0.48, -1.92], [-0.43, 0.62, -0.76], [0.30, 1.79, -0.35], [0.90, 1.99, 0.96], [1.53, 3.22, 0.90], [2.12, 3.97, 2.02], [2.82, 3.29, 3.03], [3.46, 4.00, 4.07], [3.31, 5.38, 4.17], [2.52, 6.06, 3.25], [1.93, 5.35, 2.17], [1.38, 3.61, -0.44], [2.12, 4.71, -1.09], [3.37, 4.05, -1.77], [0.60, 2.78, -1.17], [-0.45, -0.48, -0.04], [-2.37, -3.67, -0.96], [-2.85, -3.58, -2.41], [-2.74, -4.82, -0.25], [-2.54, -4.99, 1.09], [-2.96, -6.01, 1.57], [0.31, -5.47, 4.26], [-0.47, -6.26, 2.87], [0.77, -4.98, 2.65], [-0.80, -3.29, 3.69], [-2.09, -4.51, 3.83], [-0.44, -2.29, 1.58], [0.73, 1.31, 1.80], [2.92, 2.23, 2.92], [4.05, 3.51, 4.84], [3.83, 5.95, 4.95], [2.44, 7.15, 3.33], [1.31, 5.86, 1.44], [1.46, 5.20, -1.83], [2.42, 5.46, -0.37], [4.02, 3.51, -1.06], [3.08, 3.35, -2.54], [3.90, 4.85, -2.26], [-2.09, -3.13, -3.07], [-3.05, -4.56, -2.83], [-3.78, -2.99, -2.42], [-3.30, -5.52, -0.69]], "homo_lumo_gap_ev": 8.5, "total_energy_ha": -1237.06505, "largest_force_ev_per_a": 3.3, "smiles": "CCc1cc(-c2noc(-c3cc(-c4ccccc4)n(CC)n3)n2)c(C)[nH]c1=O"}